# 1
{
  "formula": "C7H12",
  "method": "wB97M-V/def2-TZVPD",
  "species": ["C", "C", "C", "C", "C", "C", "C", "H", "H", "H", "H", "H", "H", "H", "H", "H", "H", "H", "H"],
  "positions_angstrom": [[-1.3833, 2.1246, -0.6067], [-0.2318, 1.4297, 0.1782], [-0.4071, -0.1016, 0.4859], [-0.4169, -1.1601, -0.6836], [0.6614, -1.9807, 0.0247], [1.8792, -1.1419, 0.2080], [0.7138, -0.9627, 1.1496], [-1.0636, 3.1160, -0.9637], [-2.2899, 2.3109, -0.0101], [-1.6963, 1.5586, -1.4914], [0.7024, 1.5774, -0.3638], [-0.1334, 1.9893, 1.1261], [-1.3199, 0.0055, 1.0626], [-0.0830, -0.7450, -1.6409], [-1.3397, -1.7284, -0.8512], [0.7019, -3.0681, 0.0890], [2.7561, -1.6432, 0.6134], [2.1046, -0.3751, -0.5308], [0.8455, -1.2052, 2.2046]],
  "atomic_forces_ev_per_a": [[0.1, -0.2, 0.0], [0.3, -0.2, -0.1], [-0.1, 0.9, -0.1], [-0.1, 0.2, -0.2], [-0.1, -0.1, 0.0], [0.1, 0.1, -0.1], [0.0, 0.3, 0.2], [0.1, -0.3, 0.1], [0.3, -0.3, 0.0], [0.1, 0.0, 0.1], [0.1, 0.1, -0.1], [0.1, -0.4, -0.2], [-0.4, -1.3, 0.2], [-0.1, -0.1, 0.0], [0.1, 0.4, 0.2], [-0.1, 0.4, 0.0], [-0.2, 0.1, 0.0], [0.0, -0.1, 0.1], [-0.2, 0.3, -0.2]],
  "smiles": "CC[C@H]1C[C@H]2C[C@@H]12",
  "energy_ev": -7451.7599,
  "total_charge": 0,
  "lumo_ev": 1.2,
  "relative_energy_kcal_mol": 38.5,
  "homo_lumo_gap_ev": 10.7,
  "multiplicity": 1
}

---

# 2
{
  "formula": "C4H11N2O",
  "method": "wB97M-V/def2-TZVPD",
  "species": ["C", "C", "N", "C", "C", "N", "O", "H", "H", "H", "H", "H", "H", "H", "H", "H", "H", "H"],
  "positions_angstrom": [[-0.6331, -0.3806, -2.3591], [-0.3086, -1.3864, -1.2599], [0.5187, -0.6074, -0.1312], [-0.0659, 0.6533, 0.4194], [0.2371, 0.5359, 1.9062], [0.1450, 1.6745, 2.7084], [0.4980, -0.6313, 2.3433], [0.2074, 0.3275, -2.4733], [-0.7859, -1.0405, -3.3492], [-1.4828, 0.2499, -2.1063], [0.4376, -2.1635, -1.6881], [-1.1002, -1.5749, -0.6010], [1.5208, -0.5852, -0.3564], [0.3030, -1.1533, 0.7036], [0.4601, 1.5790, 0.0907], [-1.1117, 0.4711, 0.2187], [0.6598, 2.5266, 2.2784], [0.5007, 1.5056, 3.6557]],
  "atomic_forces_ev_per_a": [[0.1, -1.5, -1.7], [3.4, 2.3, -0.6], [-0.2, -0.5, -1.5], [1.6, 0.1, -0.1], [0.4, -2.3, 2.9], [2.1, 0.3, -1.8], [-1.1, 3.6, -0.9], [-0.2, -0.6, -0.4], [0.1, 2.0, 2.1], [-0.3, -0.3, -0.3], [-1.8, 0.8, 1.4], [-1.6, -1.7, -0.1], [-0.4, 0.1, 0.4], [1.3, -1.0, 0.7], [-1.1, -0.7, -0.6], [-0.5, 1.2, 0.1], [-1.6, -1.7, 0.9], [-0.3, 0.0, -0.4]],
  "smiles": "CC[NH2+]CC(N)=O",
  "energy_ev": -9346.6431,
  "total_charge": 1,
  "lumo_ev": -3.3,
  "relative_energy_kcal_mol": 51.1,
  "homo_lumo_gap_ev": 11.7,
  "multiplicity": 1
}

---

# 3
{
  "formula": "C13H12O5PPt",
  "method": "wB97M-V/def2-TZVPD",
  "species": ["O", "C", "Pt", "O", "C", "C", "O", "C", "O", "C", "O", "H", "C", "P", "C", "C", "C", "C", "C", "C", "C", "H", "H", "H", "H", "H", "H", "H", "H", "H", "H", "H"],
  "positions_angstrom": [[-0.8464, 4.0686, -6.1734], [-0.8176, 3.4194, -5.2488], [0.1068, 0.7131, -2.2600], [0.2724, 3.4117, -0.8322], [0.0994, 2.3921, -1.3626], [-0.1131, -1.3773, -3.3919], [-0.1554, -2.1640, -4.2449], [1.9270, 1.2622, -3.0091], [2.9660, 1.6297, -3.2954], [-1.8685, 0.5830, -1.9345], [-2.9846, 0.5339, -1.6292], [-0.5621, 1.9211, -3.2572], [-0.6663, -1.9238, -0.3243], [0.0839, -0.3309, 0.1232], [1.8422, -0.6016, -0.2067], [-0.0232, -0.2561, 1.9401], [0.5251, -1.3428, 2.6417], [0.3224, -1.4954, 4.0068], [-0.4674, -0.5799, 4.6809], [-1.0056, 0.5162, 4.0205], [-0.7902, 0.6863, 2.6460], [-0.2368, -2.3895, -1.2099], [-1.7057, -1.6800, -0.5185], [-0.6023, -2.5785, 0.5414], [2.1204, -1.1681, 0.6596], [1.9954, -1.1399, -1.1259], [2.3388, 0.3594, -0.2310], [1.0682, -2.1120, 2.0926], [0.7402, -2.3593, 4.5190], [-0.6945, -0.7463, 5.7255], [-1.6221, 1.2394, 4.5652], [-1.2463, 1.5097, 2.0927]],
  "atomic_forces_ev_per_a": [[0.0, -0.9, 1.3], [0.0, 0.9, -1.3], [-0.2, -0.1, -2.8], [-0.8, -3.8, -2.2], [1.1, 6.7, 4.1], [0.0, -3.8, -4.4], [0.2, 3.6, 3.9], [4.1, 0.0, -1.2], [-2.9, -0.7, 0.7], [-6.0, -1.7, 1.3], [4.4, 0.7, -1.2], [-0.3, 0.4, -0.7], [-0.6, 0.7, 0.1], [0.7, -1.5, 0.9], [-0.6, 1.1, -0.1], [-1.0, 0.9, 0.7], [0.3, 0.0, -1.5], [-0.6, 0.1, 2.0], [0.4, -1.0, 0.6], [-0.5, 0.4, 1.5], [1.0, -0.6, -3.0], [0.1, 0.1, 0.3], [-0.4, -0.5, 0.1], [-0.1, -0.2, 0.0], [0.8, -0.4, 0.4], [0.2, -0.4, -0.1], [0.6, 0.1, 0.2], [0.0, 0.0, 0.3], [0.0, 0.2, 0.0], [0.1, 0.1, 0.1], [0.2, -0.2, -0.2], [0.0, -0.1, 0.4]],
  "s_squared": 6.03,
  "energy_ev": -36409.8788,
  "total_charge": 3,
  "lumo_ev": [-10.8, -14.9],
  "relative_energy_kcal_mol": 0.2,
  "homo_lumo_gap_ev": [7.1, 6.0],
  "multiplicity": 5
}